2 unconnected molecules or ions with the total composition C4H11FN3 in a non-equilibrium geometry. Source: the Open Molecules 2025 dataset; level of theory: ωB97M-V/def2-TZVPD.

Each line ends with the Löwdin charge.
Positions of all 19 atoms, in Å:
C 0.33472 1.60863 0.63964  -0.17
C -1.53658 -1.51843 0.40566  -0.08
C 0.49859 -1.61518 -0.97857  -0.16
C -0.61658 -1.01185 -0.56445  -0.46
N 1.30030 1.81580 1.50881  0.18
N 1.33841 -1.25264 -1.99946  0.09
N -0.70644 2.38155 0.39898  0.23
F -1.10432 0.11344 -1.16251  0.01
H 0.48375 0.62316 0.21197  0.11
H -1.02505 -2.38122 1.09819  0.14
H -2.09329 -0.83636 1.15276  0.10
H -2.41836 -2.09521 -0.19687  0.14
H 0.94798 -2.25918 -0.20671  0.13
H 2.23904 1.34882 1.58535  0.18
H 1.00297 -1.37239 -2.89884  0.08
H 2.19952 -1.69511 -1.86728  0.07
H 1.31906 2.71692 1.98578  0.13
H -0.67705 3.22116 1.02348  0.17
H -1.48668 2.20811 -0.13592  0.10

LUMO energy   -3.36 eV
Spin multiplicity   1
HOMO energy   -11.73 eV
Net charge   +1
Kohn-Sham gap   0.308 hartree

=====

A molecular structure, C32H43BN8O2S4W. Source: the Open Molecules 2025 dataset; level of theory: ωB97M-V/def2-TZVPD.

Each line ends with the Löwdin charge.
Positions of all 91 atoms, in Å:
W 0.34402 -0.58300 -0.05332  0.95
C -3.21102 0.43503 -3.16757  -0.03
C -2.89375 1.90692 -3.43167  -0.53
C -4.17867 2.61733 -3.84519  -0.04
C -1.85476 2.10779 -4.53002  -0.03
N -2.39794 2.52969 -2.14589  0.03
C -3.04389 3.55290 -1.48309  0.00
C -2.35043 3.80710 -0.35428  -0.01
N -1.27725 2.94691 -0.31111  0.03
B -0.39631 2.91559 0.96382  -0.56
N -1.08467 2.21285 2.12389  0.02
C -1.08525 2.69075 3.41470  -0.01
C -1.76780 1.80958 4.17029  -0.02
N -2.19313 0.78161 3.34591  0.03
C -1.75094 1.04738 2.10370  -0.60
S -1.90843 0.10833 0.65154  0.78
C -2.94162 -0.39402 3.92671  -0.53
C -3.53405 -1.30655 2.86221  -0.07
C -4.08206 0.16333 4.77955  -0.02
C -1.94040 -1.17276 4.77472  -0.01
N 1.05563 2.36804 0.65064  0.02
C 1.83001 3.16092 -0.12805  -0.03
C 3.08275 2.62719 -0.15141  -0.01
N 3.07493 1.49383 0.59745  0.01
C 1.79208 1.29233 1.06314  -0.67
S 1.21467 0.06743 2.15634  0.73
C 4.39825 0.88771 1.05327  -0.52
C 4.31286 -0.60011 1.34930  -0.05
C 4.79126 1.65691 2.31188  -0.01
C 5.41840 1.08969 -0.06482  -0.03
C -1.32691 2.17835 -1.40744  -0.63
S -0.13884 0.99350 -1.88894  0.63
H -3.66546 0.01335 -4.06371  0.10
H -3.92500 0.34296 -2.34870  0.10
H -2.32519 -0.14780 -2.92887  0.05
H -4.51889 2.16046 -4.77297  0.10
H -4.02434 3.67774 -4.04255  0.10
H -4.97394 2.49429 -3.11031  0.10
H -2.25353 1.70142 -5.45904  0.10
H -0.91719 1.60043 -4.32381  0.04
H -1.65862 3.16875 -4.68340  0.10
H -3.92852 4.01904 -1.86730  0.12
H -2.52169 4.53010 0.42202  0.14
H -0.21458 4.05460 1.29209  0.14
H -0.61017 3.61908 3.67265  0.14
H -1.99794 1.82864 5.21721  0.13
H -4.19287 -0.77082 2.18026  0.08
H -4.13080 -2.05138 3.38865  0.10
H -2.77142 -1.82047 2.28422  0.04
H -4.73080 0.80902 4.18834  0.10
H -3.73067 0.71672 5.64745  0.08
H -4.67748 -0.66883 5.15117  0.10
H -1.12521 -1.54868 4.15451  0.08
H -2.44334 -2.02255 5.23525  0.10
H -1.52043 -0.55986 5.57153  0.09
H 1.45693 4.05934 -0.58376  0.15
H 3.96640 3.00519 -0.62502  0.13
H 3.71592 -0.82626 2.22459  0.04
H 5.33174 -0.94336 1.52670  0.10
H 3.91793 -1.14218 0.49512  0.05
H 4.04393 1.52490 3.09504  0.09
H 4.90737 2.72074 2.10765  0.10
H 5.74122 1.27771 2.68765  0.10
H 5.05221 0.69687 -1.01463  0.09
H 6.31955 0.54303 0.20792  0.10
H 5.71834 2.12638 -0.19566  0.09
S 2.07601 -0.69543 -1.99630  0.73
C 2.36935 -2.17048 -1.27998  -0.77
N 2.97170 -3.24416 -1.84894  0.13
C 3.18490 -4.38771 -1.16143  0.01
C 2.73716 -4.48995 0.12865  0.02
C 2.02801 -3.40154 0.64839  -0.04
N 1.87442 -2.27189 -0.03165  -0.10
H 3.25484 -3.16183 -2.81843  0.18
H 3.69508 -5.17927 -1.68998  0.15
H 2.89361 -5.38667 0.70454  0.13
H 1.57243 -3.43875 1.62923  0.14
O -0.49330 -2.32235 0.92425  -0.23
C -0.94296 -2.81334 -0.17373  -0.58
O -0.65741 -2.11845 -1.19812  -0.13
C -1.69430 -4.06459 -0.22090  -0.15
C -1.94575 -4.76224 0.95950  -0.01
C -2.66535 -5.94328 0.90965  -0.05
C -3.13051 -6.41722 -0.31040  -0.05
C -2.88135 -5.71925 -1.48568  -0.05
C -2.16165 -4.53808 -1.44622  0.00
H -1.58556 -4.37138 1.90138  0.12
H -2.86777 -6.49256 1.81814  0.11
H -3.69619 -7.33815 -0.34571  0.12
H -3.25275 -6.09564 -2.42830  0.11
H -1.96567 -3.97821 -2.35033  0.12

LUMO energy (alpha / beta)   -6.19 / -6.23 eV
Spin multiplicity   1
HOMO energy (alpha / beta)   -12.16 / -12.14 eV
Net charge   +2
Kohn-Sham gap (alpha / beta)   0.219 / 0.217 hartree

=====

A molecular structure, C18H13AsBr2ClInN2O10S. Source: the Open Molecules 2025 dataset; level of theory: ωB97M-V/def2-TZVPD.

Each line ends with the Löwdin charge.
Positions of all 49 atoms, in Å:
In -0.67974 0.09160 -0.41126  0.95
Br -0.72302 -3.79977 1.06587  0.54
C -1.08933 -4.54376 -0.67347  -1.07
Br -1.30883 -3.24620 -2.07283  0.56
H -2.01296 -5.10095 -0.59560  0.00
H -0.25358 -5.17622 -0.93988  0.00
O -2.26704 4.40102 2.00965  -0.19
As -2.16777 2.68646 1.77730  0.97
O -2.67998 2.18532 0.32343  -0.47
O -0.52150 2.19433 2.06750  -0.50
C -2.75939 1.91042 3.40414  -0.24
C -4.07842 1.78017 3.80475  -0.05
C -4.35720 1.10703 4.98405  -0.05
C -3.32602 0.57235 5.74119  -0.04
C -2.00069 0.70135 5.34546  -0.03
C -1.72507 1.38062 4.16884  -0.23
S -0.02015 1.80833 3.67970  0.90
O 0.64417 0.64135 4.84402  -0.24
O 0.29987 3.09580 4.25179  -0.26
O 1.20167 0.01984 1.93388  -0.05
H -2.20289 4.85703 1.15828  0.07
H -4.87475 2.18813 3.19627  0.12
H -5.38237 0.99157 5.30889  0.11
H -3.55278 0.03994 6.65522  0.11
H -1.20178 0.29267 5.94130  0.11
O 0.37823 5.54949 -2.29293  0.12
C 0.98567 5.55103 -1.12397  -0.51
O 1.31847 6.57039 -0.57297  0.07
C 1.23266 4.21738 -0.47420  -0.04
C 1.76822 4.05964 0.78571  -0.56
Cl 2.11627 5.24578 1.94657  0.86
N 1.89616 2.72289 1.02882  -0.06
N 1.40727 2.00440 -0.00254  0.12
C 1.01861 2.87952 -0.90914  -0.13
C 0.39245 2.34208 -2.17919  -0.58
O 0.13321 3.13441 -3.08556  0.07
O 0.18261 1.08981 -2.20404  -0.20
C 2.33594 2.10805 2.22671  -0.15
C 1.53634 1.01109 2.82232  -0.36
C 1.91014 0.49309 4.21871  -0.30
C 3.01611 1.22515 4.90464  0.00
C 3.69817 2.17709 4.27607  -0.04
C 3.36833 2.59768 2.91918  0.00
H 0.23020 4.61637 -2.64287  0.05
H 0.87957 -0.74859 2.42459  0.11
H 2.16539 -0.57190 4.15987  0.16
H 3.24096 0.92675 5.91988  0.12
H 4.50796 2.69391 4.77296  0.11
H 3.97790 3.37244 2.47682  0.11

LUMO energy   -0.92 eV
Spin multiplicity   1
HOMO energy   -8.66 eV
Kohn-Sham gap   0.284 hartree